{"formula": "C38H71Br2Cl22NO6S", "method": "the ωB97M-V functional and the def2-TZVPD basis", "elements": ["C", "C", "C", "C", "C", "C", "C", "C", "N", "C", "C", "O", "O", "S", "O", "O", "O", "C", "C", "C", "O", "Br", "C", "Br", "C", "C", "H", "H", "H", "H", "H", "H", "H", "H", "H", "H", "H", "H", "H", "H", "H", "H", "H", "H", "H", "H", "H", "H", "H", "H", "H", "H", "H", "Cl", "C", "C", "Cl", "H", "H", "H", "H", "Cl", "C", "C", "Cl", "H", "H", "H", "H", "Cl", "C", "C", "Cl", "H", "H", "H", "H", "Cl", "C", "C", "Cl", "H", "H", "H", "H", "Cl", "C", "C", "Cl", "H", "H", "H", "H", "Cl", "C", "C", "Cl", "H", "H", "H", "H", "Cl", "C", "C", "Cl", "H", "H", "H", "H", "Cl", "C", "C", "Cl", "H", "H", "H", "H", "Cl", "C", "C", "Cl", "H", "H", "H", "H", "Cl", "C", "C", "Cl", "H", "H", "H", "H", "Cl", "C", "C", "Cl", "H", "H", "H", "H"], "xyz": [[2.375, 5.217, -2.574], [2.527, 3.780, -2.062], [1.701, 3.487, -0.790], [0.670, 2.358, -0.961], [1.358, 1.053, -1.346], [1.599, 0.034, -0.205], [1.934, 0.631, 1.159], [2.822, -0.311, 1.983], [2.122, -1.593, 2.195], [2.439, -2.145, 3.451], [1.438, -3.094, 4.050], [3.446, -1.929, 4.042], [0.003, 2.750, -2.234], [-1.080, 3.869, -1.932], [-2.078, 3.779, -2.901], [-0.620, 5.200, -1.857], [-1.532, 3.261, -0.544], [-0.545, 2.320, -0.013], [-1.379, 1.035, 0.063], [-1.770, 0.460, -1.290], [-2.403, 0.989, -2.074], [-1.156, -1.389, -1.741], [-0.186, 2.956, 1.382], [-1.105, 2.033, 2.844], [-0.578, 4.426, 1.562], [0.100, 4.936, 2.866], [2.149, 5.866, -1.739], [3.269, 5.541, -3.083], [1.559, 5.266, -3.282], [3.575, 3.691, -1.798], [2.375, 3.061, -2.849], [2.414, 3.273, -0.005], [1.247, 4.421, -0.495], [2.308, 1.196, -1.851], [0.714, 0.574, -2.072], [2.457, -0.551, -0.502], [0.785, -0.670, -0.154], [1.018, 0.693, 1.733], [2.477, 1.565, 1.097], [2.884, 0.138, 2.960], [3.800, -0.436, 1.528], [2.408, -2.313, 1.523], [0.749, -3.444, 3.294], [1.951, -3.946, 4.465], [0.854, -2.600, 4.813], [-0.861, 0.262, 0.608], [-2.309, 1.187, 0.591], [0.870, 2.884, 1.569], [-0.209, 5.049, 0.763], [-1.637, 4.523, 1.723], [0.433, 5.956, 2.717], [-0.632, 4.961, 3.660], [0.955, 4.341, 3.155], [5.930, -1.556, -1.299], [5.675, -2.793, -0.039], [4.630, -3.795, -0.449], [3.006, -3.054, -0.513], [5.401, -2.284, 0.882], [6.629, -3.294, 0.120], [4.584, -4.602, 0.281], [4.844, -4.227, -1.419], [-5.695, -5.611, -0.672], [-6.173, -4.014, -1.309], [-5.008, -3.065, -1.407], [-4.402, -2.583, 0.196], [-6.955, -3.618, -0.665], [-6.596, -4.181, -2.298], [-5.318, -2.154, -1.916], [-4.185, -3.500, -1.961], [-1.322, -1.666, 5.278], [-2.736, -2.556, 5.898], [-2.705, -4.013, 5.513], [-2.936, -4.259, 3.762], [-3.631, -2.066, 5.522], [-2.721, -2.461, 6.982], [-3.513, -4.542, 6.016], [-1.763, -4.477, 5.794], [-4.627, 4.607, 3.750], [-5.291, 5.436, 2.313], [-5.695, 4.464, 1.238], [-4.285, 3.660, 0.513], [-4.542, 6.138, 1.955], [-6.160, 6.002, 2.646], [-6.210, 4.993, 0.437], [-6.361, 3.695, 1.624], [8.966, 3.821, -2.599], [8.719, 2.580, -1.344], [7.687, 1.561, -1.748], [6.046, 2.256, -1.813], [8.439, 3.085, -0.422], [9.678, 2.089, -1.190], [7.658, 0.754, -1.019], [7.910, 1.133, -2.722], [-0.567, -5.053, -1.842], [0.581, -6.294, -1.282], [0.386, -6.635, 0.171], [0.851, -5.292, 1.239], [1.588, -5.931, -1.476], [0.411, -7.179, -1.892], [1.014, -7.484, 0.436], [-0.648, -6.893, 0.385], [-6.278, 0.804, 2.083], [-5.596, 0.425, 3.692], [-4.097, 0.528, 3.709], [-3.354, -0.764, 2.727], [-5.912, -0.584, 3.973], [-6.030, 1.136, 4.394], [-3.729, 0.412, 4.730], [-3.750, 1.486, 3.331], [3.243, 0.532, -4.077], [4.472, 0.735, -5.350], [5.278, 1.994, -5.163], [4.305, 3.461, -5.440], [3.964, 0.724, -6.311], [5.128, -0.133, -5.300], [6.097, 2.015, -5.881], [5.696, 2.053, -4.162], [5.049, -5.820, -5.001], [6.099, -7.072, -4.291], [5.881, -7.213, -2.808], [6.454, -5.783, -1.909], [7.130, -6.817, -4.520], [5.858, -8.010, -4.787], [6.440, -8.068, -2.432], [4.831, -7.361, -2.571], [-6.124, 6.946, -5.433], [-4.435, 6.621, -4.953], [-4.306, 6.325, -3.484], [-4.633, 7.762, -2.474], [-3.834, 7.479, -5.240], [-4.102, 5.759, -5.528], [-3.289, 6.006, -3.261], [-4.985, 5.536, -3.174], [-7.222, -5.855, 3.636], [-7.803, -4.343, 2.894], [-6.731, -3.288, 2.840], [-6.302, -2.684, 4.465], [-8.669, -4.004, 3.457], [-8.124, -4.588, 1.883], [-7.083, -2.430, 2.268], [-5.823, -3.660, 2.373]], "molar_mass_g_mol": 1609.83, "multiplicity": 1, "lumo_ev": 0.133, "smiles": "CCC[C@]1(CCCCNC(C)=O)OS(=O)(=O)O[C@]1(CC(=O)Br)[C@H](Br)CC.ClCCCl.ClCCCl.ClCCCl.ClCCCl.ClCCCl.ClCCCl.ClCCCl.ClCCCl.ClCCCl.ClCCCl.ClCCCl", "energy_ev": -480748.483}